Record 1
A cluster of 2 separate species, C4H12NO2 in total at a distorted geometry, computed with ωB97M-V/def2-TZVPD.

Each atom is followed by the atoms it is bonded to, with distances in Å.
CARTESIAN COORDINATES (ANGSTROEM)
1 O -2.70296 0.54205 -0.22043  C2 1.194
2 C -2.01950 0.77575 0.73055  O1 1.194, C3 1.577, H7 1.103
3 C -0.61753 0.05687 0.79751  C2 1.577, N4 1.579, C6 1.494, H8 1.081
4 N 0.07668 0.74751 -0.44091  C3 1.579, C5 1.487, H9 1.028, H10 1.022
5 C 0.75734 2.02887 -0.11418  N4 1.487, H11 1.100, H12 1.089, H13 1.105
6 C -0.67496 -1.38579 0.41258  C3 1.494, H14 1.091, H15 1.103, H16 1.078
7 H -2.33912 1.35276 1.61462  C2 1.103
8 H -0.13122 0.32067 1.72585  C3 1.081
9 H 0.80490 0.07518 -0.71214  N4 1.028
10 H -0.49660 0.99966 -1.24818  N4 1.022
11 H 1.16395 2.43774 -1.05146  C5 1.100
12 H 1.54873 2.02982 0.63432  C5 1.089
13 H 0.03901 2.79510 0.22845  C5 1.105
14 H -1.64878 -1.87645 0.42817  C6 1.091
15 H -0.07996 -1.97847 1.12755  C6 1.103
16 H -0.27093 -1.55901 -0.57202  C6 1.078
17 H 1.80184 -2.86774 -1.63237  O19 0.977
18 H 2.87114 -2.22237 -0.84119  O19 0.955
19 O 1.91797 -2.27215 -0.86671  H17 0.977, H18 0.955

The value obtained for the HOMO-LUMO gap is 0.3970 Ha. The total charge is +1. The value obtained for the LUMO energy is -0.13439 hartree. For the energy above the lowest of the compared OMol25 structures with the same formula, charge and spin, the calculation gives 2.156 eV.

Atomic partial charges in e from the Löwdin method, atoms 1 to 6: number 1, O, carries 0.110; number 2, C, carries -0.183; number 3, C, carries -0.201; number 4, N, carries 0.038; number 5, C, carries -0.012; number 6, C, carries -0.043

---

Record 2
A cluster of 3 separate species, C4H12NO2 in total at a distorted geometry, computed with ωB97M-V/def2-TZVPD.

Each atom is followed by the atoms it is bonded to, with distances in Å.
CARTESIAN COORDINATES (ANGSTROEM)
1 C -1.01557 0.59915 -1.40197  C2 1.484, H6 1.094, H7 1.088, H8 1.090
2 C 0.37770 0.25009 -1.02712  C1 1.484, C3 1.336, N5 1.450
3 C 1.52768 0.33263 -1.70186  C2 1.336, H9 1.079, H10 1.084
4 C -0.37078 -0.37588 1.18736  N5 1.280, H11 1.078, H12 1.088
5 N 0.56464 -0.23636 0.32558  C2 1.450, C4 1.280, H13 1.052
6 H -1.59402 -0.32856 -1.36087  C1 1.094
7 H -1.08793 1.00470 -2.40915  C1 1.088
8 H -1.43734 1.27989 -0.66270  C1 1.090
9 H 2.42610 0.16408 -1.12895  C3 1.079
10 H 1.66856 0.64403 -2.73096  C3 1.084
11 H -0.17679 -0.89816 2.11034  C4 1.078
12 H -1.36855 -0.00265 0.96396  C4 1.088
13 H 1.55180 -0.42678 0.63601  N5 1.052
14 H -3.91277 1.26114 1.10247  O16 0.956
15 H -3.84410 -0.22023 1.15352  O16 0.954
16 O -3.28167 0.54860 1.19639  H14 0.956, H15 0.954
17 H 3.73914 -1.34963 0.59470  O19 0.960
18 H 3.20394 -1.27070 2.03094  O19 0.971
19 O 3.02995 -0.97537 1.12230  H17 0.960, H18 0.971

The value obtained for the HOMO-LUMO gap is 0.3534 Ha. The total charge is +1. The value obtained for the LUMO energy is -0.15945 hartree. For the energy above the lowest of the compared OMol25 structures with the same formula, charge and spin, the calculation gives 1.680 eV.

Atomic partial charges in e from the Löwdin method, atoms 1 to 6: number 1, C, carries -0.026; number 2, C, carries -0.314; number 3, C, carries 0.144; number 4, C, carries 0.181; number 5, N, carries 0.067; number 6, H, carries 0.102

---

Record 3
A cluster of 3 separate species, C4H12NO2 in total at a distorted geometry, computed with ωB97M-V/def2-TZVPD.

Each atom is followed by the atoms it is bonded to, with distances in Å.
CARTESIAN COORDINATES (ANGSTROEM)
1 O -0.29749 0.15193 0.31782  C2 1.193
2 C 0.01963 1.11202 0.95094  O1 1.193, C3 1.489, H7 1.094
3 C 0.43511 2.37015 0.27086  C2 1.489, C4 1.423, H8 1.088
4 C 0.37475 2.52610 -1.14264  C3 1.423, C5 1.581, H9 1.104, H10 1.081
5 C 1.46722 1.62737 -1.84799  C4 1.581, H11 1.083, H12 1.086, H13 1.090
6 N -0.13838 -4.52492 1.36017  H14 1.004, H15 1.004, H16 1.004
7 H 0.17741 1.03732 2.03048  C2 1.094
8 H 0.79509 3.17814 0.90353  C3 1.088
9 H -0.57604 2.06356 -1.45889  C4 1.104
10 H 0.30010 3.58893 -1.32785  C4 1.081
11 H 1.93103 0.94825 -1.14283  C5 1.083
12 H 2.25995 2.21707 -2.29838  C5 1.086
13 H 0.95605 1.00607 -2.58348  C5 1.090
14 H -0.81810 -3.92398 0.92960  N6 1.004
15 H 0.81000 -4.27188 1.14740  N6 1.004
16 H -0.30050 -4.59608 2.34894  N6 1.004
17 H -1.86563 -0.98022 0.53503  O19 0.966
18 H -3.20114 -1.71900 0.30565  O19 0.962
19 O -2.32907 -1.81083 0.70166  H17 0.966, H18 0.962

The value obtained for the HOMO-LUMO gap is 0.0906 Ha. The total charge is +1. The value obtained for the LUMO energy is -0.32788 hartree. For the energy above the lowest of the compared OMol25 structures with the same formula, charge and spin, the calculation gives 5.522 eV.

Atomic partial charges in e from the Löwdin method, atoms 1 to 6: number 1, O, carries 0.161; number 2, C, carries -0.142; number 3, C, carries 0.221; number 4, C, carries -0.146; number 5, C, carries 0.023; number 6, N, carries 0.022

---

Question: Look up the LUMO of the third one.
Answer: -0.32788 hartree

---

Question: What is the formula in the third record?
Answer: C4H12NO2